# 1
64
Properties=species:S:1:pos:R:3 method="wB97M-V/def2-TZVPD" lumo_ev=-5.94 total_energy_ev=-46215.0256 total_charge=+1 orbital_gap_ev=3.09
F -1.39119 -5.84059 1.95420
C -1.45855 -4.50682 2.15433
C -2.53905 -3.77772 1.68165
C -2.61124 -2.42563 1.88553
C -1.59921 -1.72730 2.58123
C -1.77330 -0.33073 2.76433
C -1.04341 0.66076 3.47034
C -1.56471 1.97418 3.47758
C -0.93188 2.99261 4.13998
C 0.25105 2.76264 4.82491
F 0.88010 3.77145 5.46554
C 0.78197 1.48340 4.84162
C 0.15323 0.45561 4.18905
C -0.50782 -2.49512 3.04029
C -0.44676 -3.84778 2.83212
H -3.31775 -4.30307 1.15912
H -3.46258 -1.87921 1.51881
H -2.65892 0.05382 2.28582
H -2.48798 2.17053 2.96161
H -1.33985 3.98724 4.14791
H 1.69863 1.31709 5.38118
H 0.59376 -0.51529 4.25379
H 0.31228 -2.03359 3.54516
H 0.38866 -4.42505 3.19039
C -0.02813 -3.30169 -1.48429
C 1.09498 -2.29786 -1.77320
C 2.21927 -2.51023 -0.75224
C 1.68501 -2.50261 -3.17592
N 0.55761 -0.90732 -1.65368
P 1.19421 0.22148 -0.48202
H -0.04576 0.12055 0.15411
N 0.53156 1.60953 -1.31114
C 1.05797 2.98850 -1.06873
C 1.62882 3.55975 -2.37442
C 2.19310 2.93849 -0.03896
C -0.06871 3.87091 -0.51760
C -0.25558 1.19057 -2.40059
C -0.23991 -0.22902 -2.59459
C -0.92677 -0.77664 -3.67532
C -1.58292 0.05183 -4.56843
C -1.59901 1.42063 -4.38074
C -0.95868 1.99300 -3.29589
H -0.86489 -3.16301 -2.16605
H 0.32488 -4.32919 -1.58456
H -0.40041 -3.16920 -0.46769
H 3.02789 -1.80011 -0.92136
H 1.85296 -2.37957 0.26523
H 2.63089 -3.51686 -0.83783
H 2.39408 -1.70468 -3.40140
H 2.20747 -3.45779 -3.24493
H 0.91502 -2.49487 -3.94384
H 0.84877 3.74996 -3.10783
H 2.14661 4.50304 -2.19522
H 2.33763 2.85453 -2.81063
H 1.84045 2.54318 0.91274
H 3.00446 2.30526 -0.39573
H 2.59660 3.93657 0.13738
H -0.42512 3.47616 0.43479
H 0.27475 4.89356 -0.35412
H -0.91378 3.90348 -1.20252
H -0.95806 -1.84076 -3.81697
H -2.08915 -0.37502 -5.41987
H -2.11784 2.04910 -5.08733
H -1.01573 3.05487 -3.14508

# 2
51
Properties=species:S:1:pos:R:3 method="wB97M-V/def2-TZVPD" lumo_ev="-11.38 / -12.09" total_energy_ev=-50550.8588 total_charge=+3 orbital_gap_ev="6.15 / 6.19" multiplicity=2 s_squared=0.8203 de_lowest_kj_mol=0.0
Ir -0.05604 -0.20135 0.41358
C -2.14004 -0.92894 2.63798
N -0.98257 -0.06723 2.29098
C 0.16749 -0.44373 3.18987
C -1.25167 1.37510 2.44482
C -2.12267 1.87602 3.38110
C -2.32424 3.25566 3.47435
C -1.67304 4.11941 2.60314
C -0.79090 3.62693 1.65609
C -0.53853 2.25300 1.59335
N 0.34574 1.63713 0.69906
C 1.31339 2.15429 -0.13585
C 1.86733 3.44442 -0.01051
C 2.75626 3.90089 -0.95939
C 3.11802 3.08849 -2.03347
C 2.66073 1.76536 -2.10988
C 1.80536 1.28651 -1.15549
N 1.44175 -0.14174 -1.05642
C 1.23126 -0.79244 -2.38320
C 2.57182 -0.84923 -0.35665
H -2.31859 -0.91989 3.71257
H -1.91908 -1.95131 2.33633
H -3.02854 -0.57621 2.12378
H -0.11275 -0.29003 4.23282
H 1.03005 0.19191 2.97768
H 0.41345 -1.49570 3.04342
H -2.65286 1.21843 4.05684
H -3.00588 3.64541 4.21835
H -1.85920 5.18366 2.65099
H -0.35176 4.30814 0.94446
H 1.63940 4.06189 0.84424
H 3.18000 4.89121 -0.86144
H 3.79578 3.45986 -2.79077
H 3.01805 1.13203 -2.91032
H 2.17326 -0.85898 -2.92378
H 0.51501 -0.22307 -2.97077
H 0.85663 -1.80100 -2.22197
H 3.47716 -0.79850 -0.96296
H 2.30727 -1.89597 -0.20903
H 2.77928 -0.36017 0.59835
S -1.62837 -0.27574 -1.19318
C -3.28724 -0.37658 -0.57802
N -4.00695 0.67146 -0.30340
C -5.41916 0.43180 0.06209
C -5.72798 -1.02207 -0.32949
S -4.11177 -1.85527 -0.56712
H -3.62712 1.60846 -0.37142
H -6.04967 1.13424 -0.47893
H -5.53766 0.60936 1.13112
H -6.27118 -1.10098 -1.26830
H -6.28031 -1.54893 0.44383

# 3
84
Properties=species:S:1:pos:R:3 method="wB97M-V/def2-TZVPD" lumo_ev="-5.97 / -6.17" total_energy_ev=-227670.8479 total_charge=+2 orbital_gap_ev="6.63 / 6.81" multiplicity=3 s_squared=2.0251 de_lowest_kj_mol=37.3
W 0.80338 -0.39555 0.30456
N 2.10655 0.15542 4.37391
C 1.71580 0.28940 3.11771
O 1.58869 -0.72655 2.38793
C 1.42148 1.62188 2.52649
C 1.68765 1.49668 1.02218
H 2.28035 -0.76171 4.75270
H 2.21082 0.95520 4.97415
H 2.00348 2.41002 3.00622
H 0.36831 1.83247 2.72949
H 2.76926 1.50192 0.88423
H 1.34243 2.38640 0.50759
Cl -0.26446 -2.75175 -0.48743
C -1.80816 -2.95354 0.31198
C -2.62362 -3.98179 -0.11151
C -3.88288 -4.08960 0.45483
C -4.29763 -3.17285 1.41054
C -3.44919 -2.15494 1.81355
Cl -4.00972 -1.02298 3.00018
C -2.16300 -2.02833 1.27986
S -1.06074 -0.80860 1.89138
H -2.28989 -4.67105 -0.87816
H -4.54838 -4.88462 0.14268
H -5.28449 -3.24229 1.85128
O 1.67449 -1.53140 -2.10670
N 0.90286 -0.40668 -1.83090
C 0.58105 0.28689 -2.84231
C -0.19153 1.52136 -2.91089
C -0.21295 2.11680 -4.17358
C -0.95799 3.25796 -4.40439
C -1.72014 3.78450 -3.37351
C -1.71756 3.18221 -2.12163
C -0.93508 2.06377 -1.86313
P -1.12449 1.18309 -0.26457
C -1.33961 2.53329 0.94637
C -2.09141 2.35410 2.11170
C -2.19300 3.37721 3.04422
C -1.53760 4.58388 2.83772
C -0.78270 4.76966 1.68725
C -0.68690 3.75291 0.74849
C -2.77385 0.47243 -0.59395
C -3.95882 0.99695 -0.08543
C -5.18002 0.44404 -0.45650
C -5.23082 -0.61987 -1.34493
C -4.05421 -1.12496 -1.88464
C -2.83615 -0.57688 -1.51398
H 1.67005 -1.69836 -3.06305
H 0.94846 -0.07013 -3.80275
H 0.36055 1.67415 -4.98168
H -0.96206 3.71841 -5.38356
H -2.33385 4.66000 -3.54546
H -2.34383 3.59040 -1.33864
H -2.59860 1.41891 2.29899
H -2.78904 3.22705 3.93585
H -1.61998 5.38025 3.56764
H -0.27118 5.70916 1.51575
H -0.09627 3.92031 -0.14405
H -3.95166 1.83764 0.59153
H -6.09610 0.85550 -0.04950
H -6.18629 -1.04486 -1.62961
H -4.08653 -1.94472 -2.59343
H -1.92587 -0.96721 -1.95399
Se 3.44376 -0.91736 0.31939
Se 4.20534 -2.90567 -0.68971
C 3.17654 -3.97863 0.52654
C 3.32282 -5.36043 0.52774
C 2.55643 -6.07460 1.42961
C 1.69198 -5.39642 2.28348
C 1.62409 -4.01972 2.19187
N 2.35626 -3.31888 1.31802
C 4.32252 0.25552 -0.97286
C 5.70722 0.28116 -0.97233
C 6.33848 1.16338 -1.83422
C 5.56761 1.98454 -2.63694
C 4.18833 1.88373 -2.55179
N 3.56350 1.02451 -1.73882
H 4.01704 -5.85481 -0.14078
H 2.63543 -7.15401 1.46993
H 1.08334 -5.92850 3.00332
H 0.96292 -3.43701 2.82508
H 6.27537 -0.36500 -0.31558
H 7.42001 1.21487 -1.86561
H 6.02440 2.69546 -3.31224
H 3.54925 2.51686 -3.15917

# 4
23
Properties=species:S:1:pos:R:3 method="wB97M-V/def2-TZVPD" lumo_ev="-0.23 / -0.32" total_energy_ev=-38548.8578 total_charge=0 orbital_gap_ev="3.39 / 7.64" multiplicity=2 s_squared=0.7503
Ca -1.03596 19.96569 -5.63907
N 0.37594 20.36753 -8.93440
O 0.56494 19.51900 -9.75446
O 0.77737 21.46599 -9.24471
O -0.27323 20.13831 -7.95133
O 0.59148 19.50219 -3.89486
H 0.82813 18.65017 -3.52841
H 1.01142 20.13773 -3.31523
O -0.38160 17.65056 -6.39663
H -0.60028 17.30549 -7.26227
H -0.26557 16.87298 -5.85060
O -2.22648 18.67816 -4.29400
H -2.19340 18.77108 -3.34189
H -2.62621 17.82037 -4.43767
O 0.38761 21.80991 -5.95151
H -0.17373 22.58119 -6.03060
H 1.26916 22.13492 -6.13446
O -3.06442 20.02882 -6.85494
H -3.16220 20.01156 -7.80697
H -3.85410 20.46901 -6.54052
O -1.93160 21.50327 -4.26428
H -2.83491 21.65170 -3.98455
H -1.40949 22.07779 -3.70433

# 5
18
Properties=species:S:1:pos:R:3 method="wB97M-V/def2-TZVPD" lumo_ev=0.71 total_energy_ev=-23529.5176 total_charge=0 orbital_gap_ev=10.84 de_lowest_kj_mol=96.8
H 1.30488 1.44336 -2.90454
N 0.87560 2.04335 -2.21148
C 1.27291 2.07306 -1.04084
C 2.41249 1.11663 -0.47928
F 2.18984 0.47681 0.65577
F 3.45344 1.91113 -0.18777
F 2.73685 0.19241 -1.32314
H 1.05615 2.73049 -0.20886
N -0.21753 -0.35446 0.66659
C -1.59522 -0.70318 0.58048
C -2.25121 -2.05709 0.96726
F -1.31972 -2.95712 1.02451
F -3.01517 -2.41030 -0.10193
F -3.10581 -2.07723 1.94859
H 0.43902 -1.03317 0.34397
H 0.03061 -0.06440 1.56888
H -2.08499 -0.43614 -0.42344
H -2.18215 0.10585 1.12524

# 6
13
Properties=species:S:1:pos:R:3 method="wB97M-V/def2-TZVPD" lumo_ev=0.84 total_energy_ev=-9375.0459 total_charge=0 orbital_gap_ev=11.19 smiles="C#C[C@@H](C)OC=O" de_lowest_kj_mol=197.8
C -0.49688 2.26993 -0.41213
C -0.36962 1.13847 -0.02022
C -0.20526 -0.24069 0.47087
C -1.42855 -1.09227 0.15280
O 0.91857 -0.91398 -0.12526
C 2.07254 -0.24277 -0.31291
O 3.08091 -0.80371 -0.63812
H -0.60532 3.26399 -0.78846
H -0.03383 -0.22452 1.55635
H -1.60291 -1.10950 -0.92744
H -2.31176 -0.68028 0.64848
H -1.26990 -2.11470 0.50591
H 1.98666 0.84408 -0.14338

# 7
23
Properties=species:S:1:pos:R:3 method="wB97M-V/def2-TZVPD" lumo_ev="-4.76 / -5.77" total_energy_ev=-117898.7113 total_charge=+1 orbital_gap_ev="8.28 / 7.28" multiplicity=4 s_squared=3.7739 de_lowest_kj_mol=4.0
O -0.94229 -0.78839 -5.10227
C -0.31612 -1.03485 -4.17869
V -0.38636 0.53698 0.58847
C 0.03566 0.64766 2.44110
O 0.16847 0.92078 3.57230
C -1.76398 2.14948 0.93722
O -2.45810 3.03346 1.19767
C -1.12221 -1.23736 0.35446
O -1.51661 -2.31461 0.59062
C 0.99994 1.29005 -0.38549
O 1.94781 1.72234 -0.92125
H -0.43940 -0.30732 -0.78963
Br 4.35247 -2.56301 2.97636
C 3.29422 -2.31838 1.40025
C 3.54875 -3.06309 0.24416
C 2.73828 -2.83913 -0.86892
C 1.69501 -1.90385 -0.78281
N 1.45403 -1.20230 0.33279
C 2.24136 -1.37233 1.40931
H 4.36119 -3.78534 0.22741
H 2.89689 -3.38948 -1.79585
H 1.06968 -1.76392 -1.66960
H 2.05340 -0.77718 2.30116

# 8
20
Properties=species:S:1:pos:R:3 method="wB97M-V/def2-TZVPD" lumo_ev="5.97 / 5.82" total_energy_ev=-20758.9725 total_charge=-2 orbital_gap_ev="4.73 / 5.99" multiplicity=2 s_squared=0.7571 de_lowest_kj_mol=105.4
C 0.23805 -1.44485 -0.42486
C 0.28695 0.02100 -0.82745
C 1.68299 0.68550 -0.70804
S 2.89165 0.11087 -1.94702
N -0.78380 0.84039 -0.24446
C -0.74219 1.15541 1.24037
O -0.81427 0.11036 2.06813
H -0.73839 -1.91017 -0.59164
H 0.99482 -1.90438 -1.06083
H 0.57918 -1.63880 0.59434
H 0.09246 -0.01730 -1.90745
H 1.51421 1.74261 -0.93455
H 1.97525 0.68303 0.34855
H 3.16053 -1.44706 -0.52542
H -0.68066 1.74282 -0.72518
H 0.13954 1.84096 1.40333
H -1.66241 1.78518 1.34098
H -2.89661 -0.71147 0.22804
H -2.25815 -0.55045 1.56639
O -2.97918 -1.09367 1.10677